No. 1
{"formula": "C31H81AsBF10N7O5", "method": "ωB97M-V/def2-TZVPD", "fmax_ev_per_a": 1.9, "homo_lumo_gap_ev": 9.98, "charge": 4, "spin_multiplicity": 1, "symbols": ["As", "F", "F", "F", "F", "F", "F", "C", "C", "N", "C", "C", "N", "C", "C", "H", "H", "H", "H", "H", "H", "H", "H", "H", "H", "H", "C", "N", "C", "C", "C", "C", "O", "H", "H", "H", "H", "H", "H", "H", "H", "H", "H", "H", "H", "H", "H", "C", "N", "C", "C", "C", "C", "O", "H", "H", "H", "H", "H", "H", "H", "H", "H", "H", "H", "H", "H", "H", "C", "N", "C", "C", "C", "C", "O", "H", "H", "H", "H", "H", "H", "H", "H", "H", "H", "H", "H", "H", "H", "C", "N", "C", "C", "C", "C", "O", "H", "H", "H", "H", "H", "H", "H", "H", "H", "H", "H", "H", "H", "H", "C", "N", "C", "C", "C", "C", "O", "H", "H", "H", "H", "H", "H", "H", "H", "H", "H", "H", "H", "H", "H", "B", "F", "F", "F", "F"], "positions_angstrom": [[-0.415, 1.825, -0.381], [1.068, 1.932, 0.531], [0.448, 1.882, -1.856], [-1.898, 1.615, -1.233], [-1.219, 1.740, 1.186], [-0.637, 3.512, -0.386], [-0.236, 0.099, -0.301], [-2.389, -4.160, -7.871], [-2.502, -2.685, -8.201], [-2.526, -1.862, -6.981], [-3.564, -1.779, -6.081], [-3.187, -0.933, -5.101], [-1.897, -0.533, -5.386], [-1.524, -1.146, -6.494], [-1.078, 0.339, -4.532], [-2.564, -4.767, -8.762], [-3.192, -4.462, -7.195], [-1.415, -4.481, -7.504], [-3.445, -2.503, -8.717], [-1.737, -2.328, -8.887], [-4.503, -2.292, -6.201], [-3.650, -0.721, -4.155], [-0.550, -1.079, -6.952], [-1.342, 0.213, -3.487], [-1.278, 1.370, -4.813], [-0.040, 0.072, -4.708], [0.185, -2.502, -2.524], [0.028, -3.965, -2.316], [-0.084, -4.721, -3.598], [1.304, -4.467, -1.649], [-1.090, -4.319, -1.369], [-2.452, -4.421, -1.986], [-2.859, -3.173, -2.573], [-0.716, -2.114, -2.993], [1.157, -2.308, -2.958], [0.139, -2.068, -1.524], [0.774, -4.448, -4.209], [-1.026, -4.498, -4.085], [-0.001, -5.788, -3.401], [1.349, -3.906, -0.717], [2.138, -4.172, -2.280], [1.288, -5.540, -1.495], [-1.144, -3.567, -0.580], [-0.815, -5.266, -0.914], [-3.202, -4.707, -1.245], [-2.522, -5.203, -2.746], [-3.771, -3.246, -2.870], [-1.236, 6.247, 1.898], [-0.123, 5.687, 2.738], [1.203, 5.874, 2.072], [-0.040, 6.444, 4.031], [-0.281, 4.210, 3.013], [-1.608, 3.819, 3.604], [-1.760, 4.290, 4.916], [-0.847, 7.177, 1.501], [-2.093, 6.405, 2.543], [-1.474, 5.496, 1.148], [1.240, 6.874, 1.648], [1.259, 5.151, 1.258], [2.004, 5.741, 2.791], [0.215, 7.479, 3.814], [0.735, 5.994, 4.646], [-0.980, 6.397, 4.569], [0.531, 3.898, 3.672], [-0.114, 3.723, 2.052], [-1.674, 2.728, 3.533], [-2.430, 4.164, 2.962], [-2.265, 3.672, 5.450], [-0.038, -1.372, 4.547], [1.066, -0.817, 3.709], [0.731, -1.063, 2.271], [1.085, 0.671, 3.849], [2.415, -1.418, 3.982], [2.860, -1.361, 5.426], [2.109, -2.301, 6.170], [-0.951, -0.878, 4.220], [0.167, -1.173, 5.592], [-0.093, -2.439, 4.348], [0.635, -2.127, 2.082], [1.458, -0.571, 1.635], [-0.247, -0.664, 1.999], [0.202, 1.063, 3.356], [1.996, 1.038, 3.383], [1.111, 0.931, 4.906], [3.141, -0.874, 3.379], [2.406, -2.448, 3.631], [2.808, -0.341, 5.831], [3.926, -1.605, 5.458], [2.486, -2.390, 7.052], [-5.372, -1.663, 0.160], [-4.749, -0.516, 0.834], [-4.628, 0.630, -0.106], [-5.645, -0.012, 1.956], [-3.377, -0.821, 1.344], [-3.299, -2.078, 2.196], [-3.075, -3.203, 1.346], [-4.729, -1.971, -0.668], [-6.347, -1.431, -0.261], [-5.447, -2.507, 0.838], [-5.608, 0.844, -0.531], [-4.012, 0.317, -0.951], [-4.178, 1.533, 0.290], [-5.816, -0.819, 2.665], [-6.608, 0.228, 1.519], [-5.115, 0.814, 2.413], [-2.960, 0.019, 1.893], [-2.768, -1.043, 0.464], [-4.230, -2.198, 2.766], [-2.515, -2.064, 2.954], [-2.762, -3.939, 1.882], [5.981, 3.151, -1.246], [5.101, 2.577, -0.168], [4.558, 3.751, 0.569], [3.942, 1.811, -0.727], [5.897, 1.754, 0.821], [6.491, 0.464, 0.301], [7.595, 0.724, -0.534], [6.781, 3.727, -0.791], [5.362, 3.790, -1.869], [6.381, 2.327, -1.827], [4.169, 4.476, -0.141], [5.312, 4.204, 1.207], [3.714, 3.449, 1.193], [3.490, 1.239, 0.081], [4.367, 1.092, -1.421], [3.191, 2.489, -1.117], [5.242, 1.530, 1.661], [6.699, 2.411, 1.159], [5.748, -0.158, -0.196], [6.782, -0.063, 1.216], [7.580, 0.124, -1.285], [3.184, -2.156, 0.378], [3.984, -2.968, -0.421], [2.208, -1.531, -0.440], [2.589, -2.969, 1.374], [3.950, -1.167, 1.038]], "forces_ev_per_angstrom": [[0.5, -1.0, 0.4], [0.3, 0.5, 0.0], [0.2, 0.0, -0.3], [-0.5, -0.1, 0.0], [-0.5, 0.0, 0.0], [0.1, 0.8, 0.2], [-0.3, -0.3, -0.2], [-0.2, -0.5, -0.3], [-0.5, -0.4, -0.4], [0.1, -0.1, 0.3], [-0.5, 0.1, -0.2], [0.4, -0.3, 0.3], [-0.3, -0.4, 0.9], [0.6, 0.2, -0.8], [-0.1, 0.1, -0.5], [0.0, 0.3, -0.1], [0.2, 0.0, 0.2], [0.0, 0.3, 0.2], [0.0, 0.1, 0.1], [0.2, 0.1, 0.3], [0.1, 0.0, -0.2], [-0.1, 0.4, -0.1], [0.0, 0.2, 0.0], [0.0, -0.2, 0.0], [0.2, 0.0, 0.0], [0.1, 0.2, 0.2], [-1.0, 0.1, 1.2], [0.7, -1.4, 0.1], [0.1, 0.1, -0.1], [-0.1, 1.1, 0.1], [-0.4, 0.4, 0.1], [-1.2, -0.2, -0.7], [0.5, 0.2, 0.2], [0.3, -0.1, -0.7], [-0.1, 0.2, -0.3], [0.5, 0.1, -0.1], [-0.1, 0.1, -0.1], [0.1, 0.1, -0.1], [-0.2, 0.0, 0.1], [0.4, -0.3, 0.1], [0.1, -0.1, 0.1], [-0.2, 0.0, -0.1], [0.4, 0.1, -0.1], [-0.2, -0.1, 0.0], [0.4, 0.0, 0.4], [0.3, -0.1, 0.0], [0.0, -0.2, 0.0], [0.4, -0.6, 0.4], [0.5, 0.0, 1.0], [-0.4, -0.1, -0.8], [-0.1, 0.3, 0.3], [0.2, 0.1, -0.3], [-0.6, -0.5, -0.5], [0.3, 0.1, 0.2], [-0.4, 0.1, -0.2], [0.0, 0.2, -0.1], [0.0, 0.3, -0.3], [0.1, 0.1, 0.1], [0.2, 0.0, 0.0], [0.0, -0.1, 0.1], [0.0, 0.0, -0.1], [0.0, 0.0, 0.0], [0.0, -0.1, -0.1], [0.0, 0.3, 0.1], [-0.3, -0.1, 0.1], [0.2, 0.0, 0.1], [0.1, 0.1, 0.1], [-0.1, 0.0, 0.0], [0.2, 0.0, -0.2], [-0.7, 0.5, -0.8], [-0.7, -0.3, -0.4], [0.4, -0.2, 0.6], [0.6, -0.1, 0.4], [0.2, 0.0, 0.2], [-0.1, 0.3, 0.0], [0.0, 0.0, 0.1], [0.0, -0.1, 0.1], [0.0, -0.1, 0.2], [0.7, -0.1, 0.1], [0.2, -0.3, 0.0], [0.0, 0.5, 0.5], [0.0, 0.1, 0.0], [-0.1, 0.1, -0.2], [-0.1, 0.0, 0.0], [-0.2, 0.0, -0.2], [-0.1, 0.0, 0.0], [-0.3, -0.1, 0.0], [0.0, -0.1, -0.2], [0.0, -0.1, 0.0], [0.2, -0.9, -0.7], [-0.4, 1.6, 1.0], [-0.1, -0.2, -1.7], [0.2, -1.0, -0.2], [0.7, -1.3, 0.0], [-0.5, -0.6, 0.3], [0.0, 0.2, -0.1], [0.1, 0.1, 0.1], [0.0, 0.4, 0.3], [-0.1, 0.1, 0.1], [-0.1, 0.1, 0.3], [0.1, -0.1, 0.2], [0.0, -0.2, 0.6], [0.1, 0.1, 0.1], [0.1, 0.4, 0.0], [-0.3, 0.2, 0.1], [-0.3, 0.3, -0.3], [0.1, 0.4, 0.0], [0.0, -0.1, 0.0], [0.1, 0.6, -0.2], [-0.1, -0.1, 0.0], [-0.3, -0.5, -0.2], [-0.1, 0.9, 0.4], [-0.7, 0.2, 0.4], [0.6, -0.6, 0.5], [0.2, 0.0, -0.2], [-0.2, -0.1, 0.1], [-0.1, 0.2, -0.1], [0.0, -0.1, 0.1], [0.0, 0.0, 0.0], [0.1, 0.1, 0.0], [0.2, 0.0, -0.1], [0.2, 0.0, -0.2], [0.2, -0.3, 0.0], [0.0, 0.0, 0.1], [-0.4, 0.1, -0.4], [0.2, 0.0, -0.4], [-0.1, 0.1, -0.1], [0.0, -0.1, 0.0], [-0.1, 0.0, 0.1], [0.2, -0.2, -0.2], [0.2, -0.1, 0.1], [0.7, -0.7, -0.1], [-0.1, 0.3, -0.1], [-0.1, 0.0, 0.3], [-0.4, 0.1, -0.3], [-0.2, 0.3, -0.1]], "mulliken_charge": [1.99, -0.49, -0.48, -0.48, -0.21, -0.44, -0.37, -1.03, -0.58, 0.14, -0.45, -0.53, 0.21, 0.01, -0.66, 0.39, 0.34, 0.29, 0.33, 0.37, 0.49, 0.49, 0.43, -0.06, 0.40, 0.37, -0.48, 0.41, -0.96, -1.07, -0.30, -0.96, -0.32, 0.04, 0.47, -0.06, 0.42, 0.30, 0.35, 0.35, 0.46, 0.41, 0.11, 0.46, 0.52, 0.45, 0.23, -0.69, 0.12, -0.93, -0.91, -0.03, -0.39, -0.51, 0.36, 0.39, 0.24, 0.44, 0.35, 0.35, 0.40, 0.39, 0.38, 0.37, -0.27, 0.25, 0.26, 0.36, -1.07, 0.92, 0.31, -1.34, 0.16, -0.79, -0.53, 0.22, 0.43, 0.37, 0.80, -0.59, -0.61, 0.26, 0.33, 0.53, -0.14, 0.39, 0.28, 0.50, 0.35, -0.74, 0.25, -0.86, -0.87, 0.12, -0.40, -0.42, 0.25, 0.41, 0.36, 0.45, 0.30, 0.27, 0.40, 0.42, 0.37, -0.11, 0.06, 0.34, 0.06, 0.30, -0.85, 0.27, -0.91, -1.28, -0.62, -0.40, -0.57, 0.38, 0.41, 0.38, 0.43, 0.43, 0.23, 0.29, 0.42, 0.53, 0.48, 0.42, 0.25, 0.32, 0.38, 0.42, -0.33, -0.36, -0.37, -0.24]}

---

No. 2
{"formula": "C31H82CdN5O13", "method": "ωB97M-V/def2-TZVPD", "fmax_ev_per_a": 3.9, "homo_lumo_gap_ev": 1.31, "charge": 1, "spin_multiplicity": 1, "symbols": ["Cd", "C", "O", "H", "H", "H", "C", "O", "C", "C", "N", "C", "C", "O", "C", "H", "H", "H", "H", "H", "H", "H", "H", "H", "H", "H", "H", "H", "H", "H", "C", "O", "C", "C", "N", "C", "C", "O", "C", "H", "H", "H", "H", "H", "H", "H", "H", "H", "H", "H", "H", "H", "H", "H", "C", "O", "C", "C", "N", "C", "C", "O", "C", "H", "H", "H", "H", "H", "H", "H", "H", "H", "H", "H", "H", "H", "H", "H", "C", "O", "C", "C", "N", "C", "C", "O", "C", "H", "H", "H", "H", "H", "H", "H", "H", "H", "H", "H", "H", "H", "H", "H", "C", "O", "C", "C", "N", "C", "C", "O", "C", "H", "H", "H", "H", "H", "H", "H", "H", "H", "H", "H", "H", "H", "H", "H", "O", "H", "H", "O", "H", "H"], "positions_angstrom": [[2.357, -5.294, 3.033], [-0.772, -2.501, 1.830], [0.043, -3.059, 2.782], [-1.743, -2.377, 2.310], [-0.485, -1.464, 1.660], [-0.673, -2.886, 0.815], [8.090, 9.657, 2.377], [8.823, 8.809, 3.227], [8.365, 7.465, 3.481], [8.385, 6.508, 2.282], [7.156, 6.511, 1.502], [5.986, 5.887, 2.166], [5.836, 4.397, 1.965], [4.723, 3.949, 2.638], [4.377, 2.559, 2.341], [7.751, 9.143, 1.477], [8.874, 10.373, 2.127], [7.399, 10.302, 2.919], [7.357, 7.457, 3.896], [9.047, 6.969, 4.172], [8.487, 5.478, 2.624], [9.246, 6.729, 1.650], [7.360, 6.045, 0.630], [5.245, 6.554, 1.725], [5.967, 6.023, 3.248], [6.682, 3.732, 2.138], [5.538, 4.280, 0.923], [4.144, 2.514, 1.277], [3.609, 1.996, 2.871], [5.148, 1.869, 2.685], [3.063, 9.255, 3.629], [1.812, 8.614, 3.305], [0.717, 9.061, 4.072], [-0.424, 8.064, 3.876], [-0.202, 6.905, 4.706], [0.475, 5.769, 3.817], [-0.474, 4.990, 2.932], [-1.591, 4.511, 3.721], [-1.853, 3.103, 3.812], [3.120, 10.343, 3.638], [3.797, 9.062, 2.846], [3.377, 8.893, 4.608], [0.444, 10.101, 3.894], [1.097, 9.036, 5.093], [-0.261, 7.681, 2.869], [-1.459, 8.390, 3.983], [-1.187, 6.683, 4.686], [0.955, 5.084, 4.517], [1.166, 6.224, 3.108], [0.113, 4.122, 2.632], [-0.759, 5.573, 2.057], [-0.875, 2.623, 3.834], [-2.305, 2.719, 2.897], [-2.457, 2.783, 4.661], [-4.800, -3.200, 4.627], [-6.068, -2.633, 4.284], [-5.927, -1.590, 3.374], [-7.335, -0.961, 3.120], [-7.106, 0.315, 2.434], [-8.228, 1.024, 1.903], [-7.690, 2.231, 1.088], [-6.696, 3.004, 1.840], [-6.186, 4.104, 1.165], [-5.066, -3.784, 5.508], [-4.099, -2.375, 4.759], [-4.254, -3.746, 3.858], [-5.528, -1.908, 2.411], [-5.349, -0.831, 3.901], [-7.933, -0.782, 4.013], [-7.832, -1.723, 2.520], [-6.660, 0.893, 3.132], [-8.784, 1.434, 2.746], [-8.857, 0.351, 1.320], [-8.580, 2.835, 0.916], [-7.365, 1.847, 0.121], [-6.938, 4.870, 0.976], [-5.526, 3.877, 0.328], [-5.584, 4.458, 2.002], [7.843, -5.141, -4.047], [6.779, -5.111, -3.081], [5.973, -6.302, -3.114], [4.861, -6.148, -4.215], [3.861, -5.111, -3.763], [2.711, -5.092, -4.699], [1.666, -4.023, -4.332], [2.378, -2.747, -4.127], [1.630, -1.608, -3.765], [8.450, -4.244, -4.165], [7.442, -5.397, -5.028], [8.417, -5.920, -3.545], [5.636, -6.661, -2.141], [6.617, -7.156, -3.323], [4.302, -7.079, -4.317], [5.142, -5.690, -5.164], [4.377, -4.249, -3.652], [2.326, -6.111, -4.735], [2.978, -4.813, -5.718], [1.138, -4.363, -3.441], [1.105, -3.921, -5.261], [0.901, -1.675, -2.957], [1.082, -1.352, -4.672], [2.366, -0.812, -3.654], [-3.771, -5.761, -2.840], [-3.116, -7.049, -3.137], [-3.915, -7.891, -3.995], [-3.668, -7.501, -5.420], [-4.413, -8.295, -6.320], [-4.453, -7.684, -7.695], [-5.877, -7.080, -8.074], [-6.205, -6.052, -7.164], [-7.127, -5.081, -7.595], [-4.774, -5.837, -2.421], [-3.950, -5.157, -3.730], [-3.049, -5.422, -2.098], [-4.995, -7.827, -3.868], [-3.716, -8.916, -3.682], [-2.629, -7.552, -5.746], [-3.902, -6.447, -5.564], [-5.364, -8.526, -6.070], [-4.164, -8.481, -8.381], [-3.652, -6.946, -7.715], [-6.584, -7.909, -8.103], [-5.917, -6.690, -9.091], [-6.592, -4.263, -8.078], [-7.794, -4.615, -6.870], [-7.717, -5.437, -8.439], [-0.263, -1.783, 6.644], [-0.648, -2.576, 7.016], [0.012, -2.040, 5.764], [2.602, -5.181, 0.138], [1.985, -5.183, -0.594], [3.454, -5.014, -0.267]], "forces_ev_per_angstrom": [[-1.0, 0.8, -0.9], [-0.3, 0.1, 2.1], [1.3, -0.2, -0.4], [-0.7, -0.8, -1.0], [1.0, 0.6, -0.1], [-0.3, -0.5, -0.2], [1.3, 0.5, 0.0], [0.2, -1.8, 0.9], [0.1, 0.1, -0.9], [-0.4, -0.1, 0.1], [0.4, 0.2, 0.2], [1.0, 1.0, 0.0], [-0.8, -0.2, -2.3], [-2.4, -2.0, 2.2], [1.0, 0.6, -0.1], [-0.5, 0.2, 0.2], [-0.1, 0.2, -0.7], [-0.8, -0.6, 0.0], [-0.1, 0.2, 0.2], [0.1, 0.7, 0.4], [0.6, -0.2, 0.6], [0.0, 0.1, -0.1], [-0.3, -0.1, -0.2], [-1.1, -1.1, 0.3], [0.3, 0.5, 0.0], [0.6, 0.4, 0.3], [0.7, -0.2, -0.8], [0.3, -0.4, -0.1], [-1.1, 1.7, 0.5], [1.1, 0.3, -0.8], [-0.3, -0.4, -0.2], [1.1, 0.9, -1.1], [0.0, 0.3, 0.9], [2.0, 0.6, -1.0], [0.0, -2.2, -1.4], [-1.2, 1.4, 1.4], [-0.2, -1.1, 1.4], [-0.8, 0.3, 0.1], [1.4, 0.5, -1.3], [-1.0, 0.3, 0.2], [-0.1, -0.8, 0.1], [0.3, 0.0, 0.0], [0.0, 0.2, -0.6], [-0.6, -0.1, 0.6], [-0.6, 0.8, -0.7], [0.3, 0.7, 0.1], [-0.1, -1.7, 1.2], [0.2, 0.2, -0.1], [0.5, 0.2, 0.6], [0.0, -0.1, -0.5], [-0.5, -0.1, 0.0], [0.1, -0.4, 0.5], [-0.4, 0.1, -0.2], [0.1, 0.7, 0.1], [-0.8, 0.9, 0.1], [0.6, -1.3, -0.4], [-1.8, 1.2, 0.8], [0.9, -0.2, -0.6], [1.0, -1.5, 0.1], [0.9, 1.1, 0.6], [-0.7, -0.2, 0.7], [-2.1, -2.8, -1.0], [0.7, 0.6, 1.6], [0.9, -0.1, 0.0], [0.1, 0.2, 1.0], [-0.7, -0.7, -0.5], [0.3, 0.1, 0.0], [0.7, 0.3, -0.5], [0.2, -0.5, 0.5], [-0.5, 0.4, -0.3], [0.2, 0.4, -0.2], [-0.7, 0.1, 0.0], [0.0, 0.3, -0.2], [0.1, 0.5, -0.2], [0.7, 0.3, 0.0], [-0.1, -0.1, -0.5], [-0.3, -0.1, -0.3], [0.6, 0.9, -0.5], [-0.4, -1.3, 0.9], [-1.2, 0.8, 0.6], [0.6, 0.2, -2.1], [-1.0, 1.3, 2.0], [-0.4, -1.5, 0.4], [1.1, 1.4, 0.7], [1.6, 0.6, -0.3], [0.0, -2.2, 0.8], [0.0, 0.1, -1.9], [-0.6, 0.3, 0.6], [0.2, -0.3, -0.1], [1.0, -0.2, -1.3], [-0.7, 1.2, 0.3], [0.3, -0.1, -0.8], [0.2, -0.1, -0.3], [1.1, -1.0, -0.3], [-0.4, 0.4, -0.4], [-0.4, 0.2, 0.1], [0.6, -0.2, -0.3], [-0.5, 0.5, 0.0], [-0.9, 0.1, 0.5], [0.3, -0.4, 0.4], [-0.6, 0.4, 0.0], [-0.2, 0.0, 0.5], [0.9, -1.6, 0.0], [-2.2, 0.7, -0.1], [0.6, 0.3, 0.5], [0.4, 0.3, -0.2], [-0.9, -0.4, -2.5], [-0.9, -0.3, 0.7], [1.5, -0.3, 0.0], [-0.2, -0.2, 1.2], [0.2, 0.4, -1.9], [0.0, -0.6, 0.4], [0.8, 0.2, -0.1], [-0.4, 1.0, -0.2], [-0.3, 0.6, 0.6], [0.5, -0.1, -0.6], [0.4, -0.3, 0.5], [-0.3, 0.5, 0.4], [0.0, 0.2, 0.6], [-0.3, 0.2, -0.4], [-0.3, 0.3, -0.2], [-0.4, -0.1, 0.5], [0.5, 0.1, -0.2], [0.4, 0.4, 0.2], [0.3, -0.7, 0.6], [-0.5, -0.4, 0.2], [0.1, 0.2, 0.0], [-0.2, -0.2, 0.2], [0.0, 0.0, -0.3], [0.0, 0.0, 1.0], [-0.3, -0.1, -0.3], [0.4, 0.1, -0.3]], "mulliken_charge": [0.92, -0.33, -0.37, 0.10, 0.27, 0.32, -0.67, -0.37, -0.36, -0.69, -0.23, -0.68, -0.41, -0.26, -0.85, 0.32, 0.24, 0.24, 0.31, 0.29, 0.38, 0.42, 0.23, 0.21, 0.27, 0.34, 0.31, 0.35, 0.29, 0.31, -0.77, -0.29, -0.74, -0.65, -0.46, -0.42, -0.56, -0.37, -0.73, 0.35, 0.19, 0.35, 0.41, 0.36, 0.28, 0.56, 0.27, 0.34, 0.28, 0.40, 0.33, 0.29, 0.32, 0.26, -0.66, -0.32, -0.27, -0.84, -0.21, -0.67, -0.53, -0.28, -0.75, 0.25, 0.27, 0.26, 0.28, 0.32, 0.35, 0.33, 0.19, 0.34, 0.39, 0.39, 0.34, 0.31, 0.29, 0.24, -0.62, -0.38, -0.60, -0.55, -0.27, -0.78, -0.41, -0.29, -0.73, 0.25, 0.25, 0.27, 0.36, 0.39, 0.34, 0.35, 0.27, 0.41, 0.34, 0.25, 0.38, 0.25, 0.30, 0.26, -0.63, -0.31, -0.62, -0.16, -0.37, -0.90, -0.47, -0.28, -0.85, 0.29, 0.30, 0.18, 0.31, 0.33, 0.24, 0.23, 0.26, 0.33, 0.38, 0.34, 0.48, 0.33, 0.25, 0.34, -0.61, 0.32, 0.30, -0.60, 0.31, 0.34]}